{
  "formula": "C57H85MnO6PSSe",
  "method": "ωB97M-V/def2-TZVPD",
  "relative_energy_kcal_mol": 0.00,
  "s2": 8.754,
  "e_homo_ev": [-2.09, -2.22],
  "e_lumo_ev": [3.97, 3.97],
  "multiplicity": 6,
  "gap_ev": [6.061, 6.188],
  "total_charge": -2,
  "elements": ["Mn", "C", "C", "C", "C", "C", "C", "C", "Se", "C", "C", "C", "C", "C", "C", "O", "C", "C", "C", "C", "C", "C", "C", "C", "C", "O", "C", "C", "C", "C", "C", "C", "H", "H", "H", "H", "H", "H", "H", "H", "H", "H", "H", "H", "H", "H", "H", "H", "H", "H", "H", "H", "H", "H", "H", "H", "H", "H", "H", "H", "H", "H", "H", "H", "H", "H", "H", "H", "H", "H", "H", "H", "O", "S", "O", "O", "O", "C", "C", "C", "C", "C", "C", "C", "C", "C", "C", "C", "C", "C", "C", "C", "C", "C", "C", "C", "C", "C", "P", "C", "C", "C", "C", "C", "C", "C", "C", "H", "H", "H", "H", "H", "H", "H", "H", "H", "H", "H", "H", "H", "H", "H", "H", "H", "H", "H", "H", "H", "H", "H", "H", "H", "H", "H", "H", "H", "H", "H", "H", "H", "H", "H", "H", "H", "H", "H", "H", "H", "H", "H", "H", "H"],
  "xyz": [[0.390, -0.435, 0.293], [2.117, -6.170, -4.608], [1.864, -6.358, -3.108], [3.211, -6.538, -2.397], [1.053, -7.639, -2.918], [1.155, -5.132, -2.540], [1.756, -3.881, -2.628], [1.176, -2.762, -2.068], [2.023, -1.051, -2.236], [3.439, -1.200, -0.956], [4.518, -2.021, -1.246], [5.550, -2.184, -0.342], [5.439, -1.476, 0.855], [4.388, -0.640, 1.192], [3.330, -0.460, 0.248], [2.322, 0.332, 0.453], [4.429, -0.047, 2.609], [4.354, -1.195, 3.626], [3.288, 0.912, 2.939], [5.746, 0.721, 2.809], [6.740, -3.107, -0.576], [6.708, -3.742, -1.967], [8.053, -2.326, -0.439], [6.725, -4.238, 0.461], [-0.074, -2.822, -1.392], [-0.582, -1.779, -0.812], [-0.735, -4.081, -1.364], [-0.087, -5.179, -1.919], [-2.139, -4.341, -0.789], [-2.062, -5.480, 0.239], [-3.052, -4.766, -1.950], [-2.823, -3.162, -0.086], [2.632, -7.040, -5.025], [1.175, -6.037, -5.142], [2.732, -5.292, -4.799], [3.751, -7.400, -2.799], [3.841, -5.659, -2.519], [3.065, -6.687, -1.327], [1.604, -8.486, -3.334], [0.867, -7.844, -1.865], [0.089, -7.584, -3.425], [2.708, -3.768, -3.133], [4.526, -2.535, -2.197], [6.218, -1.614, 1.596], [3.398, -1.712, 3.553], [5.157, -1.919, 3.472], [4.445, -0.794, 4.639], [2.321, 0.421, 2.890], [3.441, 1.276, 3.962], [3.265, 1.767, 2.265], [6.625, 0.080, 2.730], [5.845, 1.518, 2.070], [5.755, 1.174, 3.803], [6.713, -2.987, -2.754], [7.586, -4.379, -2.101], [5.823, -4.362, -2.102], [8.088, -1.503, -1.153], [8.161, -1.902, 0.558], [8.909, -2.981, -0.622], [5.809, -4.823, 0.375], [7.579, -4.905, 0.321], [6.765, -3.842, 1.475], [-0.600, -6.130, -1.860], [-1.809, -6.441, -0.214], [-1.320, -5.250, 1.002], [-3.030, -5.590, 0.734], [-2.657, -5.632, -2.484], [-4.046, -5.019, -1.572], [-3.160, -3.950, -2.665], [-2.253, -2.786, 0.760], [-2.987, -2.329, -0.768], [-3.797, -3.513, 0.273], [-0.860, -2.634, 2.628], [0.276, -1.745, 2.777], [0.880, -1.754, 4.095], [1.274, -1.907, 1.679], [-0.203, -0.275, 2.419], [-3.571, -3.418, 4.158], [-4.051, -2.041, 4.608], [-5.574, -2.028, 4.726], [-3.510, -0.946, 3.702], [-4.157, -0.621, 2.518], [-3.720, 0.483, 1.789], [-4.703, 1.039, 0.763], [-5.298, -0.045, -0.141], [-5.853, 1.778, 1.454], [-2.536, 1.148, 2.128], [-1.737, 0.695, 3.233], [-2.389, -0.240, 4.075], [-0.876, 1.738, 3.986], [0.113, 2.525, 3.134], [-0.155, 1.148, 5.200], [-2.405, 2.556, 1.603], [-3.116, 3.476, 2.389], [-3.250, 4.812, 2.073], [-2.690, 5.284, 0.896], [-1.974, 4.402, 0.109], [-1.768, 3.055, 0.440], [-0.581, 2.110, -0.666], [-1.611, 1.825, -2.225], [-2.471, 0.602, -1.933], [-0.728, 1.481, -3.426], [-2.556, 2.962, -2.627], [0.821, 3.329, -1.085], [0.536, 4.560, -1.962], [1.421, 3.803, 0.237], [1.931, 2.543, -1.807], [-2.491, -3.448, 4.059], [-3.898, -4.192, 4.862], [-3.983, -3.655, 3.175], [-3.639, -1.848, 5.608], [-6.045, -2.347, 3.794], [-5.952, -1.031, 4.962], [-5.902, -2.717, 5.507], [-5.052, -1.144, 2.224], [-4.186, 1.774, 0.136], [-6.025, -0.648, 0.406], [-4.545, -0.726, -0.528], [-5.823, 0.411, -0.984], [-6.351, 1.108, 2.158], [-6.590, 2.117, 0.721], [-5.503, 2.647, 2.008], [-1.923, -0.496, 5.014], [-1.623, 2.451, 4.368], [0.597, 1.883, 2.406], [-0.354, 3.353, 2.610], [0.901, 2.946, 3.762], [0.360, 0.219, 4.952], [-0.837, 0.947, 6.027], [0.590, 1.863, 5.559], [-3.582, 3.081, 3.282], [-3.809, 5.472, 2.727], [-2.805, 6.316, 0.587], [-1.564, 4.778, -0.812], [-1.907, -0.266, -1.582], [-2.980, 0.310, -2.859], [-3.233, 0.838, -1.200], [-0.032, 0.670, -3.211], [-0.162, 2.333, -3.796], [-1.387, 1.147, -4.232], [-3.253, 3.217, -1.830], [-3.145, 2.622, -3.485], [-2.034, 3.870, -2.929], [-0.023, 5.347, -1.461], [0.037, 4.313, -2.897], [1.506, 4.997, -2.222], [0.714, 4.372, 0.840], [2.274, 4.448, 0.006], [1.790, 2.964, 0.822], [1.670, 2.289, -2.828], [2.206, 1.645, -1.260], [2.808, 3.196, -1.850]],
  "lowdin_charge": [0.81, -0.06, -0.56, -0.05, -0.08, -0.19, -0.09, -0.39, 1.13, -0.40, -0.08, -0.19, -0.01, -0.07, -0.38, -0.25, -0.52, -0.04, -0.06, -0.06, -0.56, -0.07, -0.06, -0.05, -0.36, -0.24, -0.07, 0.00, -0.51, -0.05, -0.06, -0.06, 0.07, 0.08, 0.07, 0.08, 0.06, 0.09, 0.08, 0.08, 0.08, 0.09, 0.08, 0.09, 0.07, 0.07, 0.08, 0.06, 0.08, 0.08, 0.06, 0.08, 0.07, 0.08, 0.08, 0.06, 0.09, 0.07, 0.07, 0.09, 0.07, 0.07, 0.08, 0.07, 0.09, 0.08, 0.07, 0.07, 0.08, 0.07, 0.06, 0.08, -0.33, 0.36, -0.34, -0.37, -0.42, -0.06, -0.38, -0.09, -0.19, -0.01, -0.14, -0.37, -0.08, -0.06, -0.09, -0.17, 0.00, -0.32, -0.06, -0.07, -0.18, -0.06, -0.08, -0.09, -0.13, -0.26, 1.21, -0.67, -0.10, -0.10, -0.09, -0.66, -0.10, -0.10, -0.12, 0.06, 0.07, 0.08, 0.13, 0.07, 0.07, 0.07, 0.10, 0.10, 0.07, 0.06, 0.08, 0.08, 0.07, 0.06, 0.11, 0.13, 0.05, 0.05, 0.08, 0.06, 0.07, 0.07, 0.13, 0.10, 0.09, 0.06, 0.06, 0.09, 0.04, 0.03, 0.06, 0.08, 0.07, 0.08, 0.06, 0.06, 0.06, 0.08, 0.07, 0.09, 0.06, 0.06, 0.03, 0.09]
}